15
Properties=species:S:1:pos:R:3:forces:R:3 method="wB97M-V/def2-TZVPD" lumo_ev="-6.88 / -6.88" total_energy_ha=-1029.9892 charge=+1
C -0.680371 0.331137 -0.202443 -5.474 2.453 -0.735
C 1.241896 -0.409557 -1.571946 -0.844 0.357 -0.062
N -3.854392 1.394548 1.525937 -0.085 -0.123 1.274
N -2.539466 1.307620 -0.310159 6.176 -1.566 -4.977
N -3.059672 1.276321 0.735759 -2.719 -0.018 3.515
N 0.003766 0.459333 -1.266142 3.015 -3.250 3.063
N -0.328417 -0.361093 0.798474 0.113 -1.825 5.067
N 1.813918 -0.978071 -0.420505 -0.582 -0.280 -1.916
O 1.475533 -0.552872 -2.718676 0.480 -0.222 0.683
O 1.545793 -1.470792 1.992758 -0.123 1.166 -0.222
O 1.810972 0.938437 1.129053 -0.619 -1.018 0.452
S 1.345548 -0.405744 1.069076 2.273 -0.969 -0.094
H -0.262813 1.046643 -1.934718 -1.400 3.035 -3.741
H -0.783718 -0.669458 1.768872 0.244 1.124 -2.990
H 2.271424 -1.906452 -0.595342 -0.458 1.137 0.684

108
Properties=species:S:1:pos:R:3:forces:R:3 method="wB97M-V/def2-TZVPD" lumo_ev="-0.96 / -2.50" total_energy_ha=-3538.1468 e_above_lowest_ev=1.750 spin_multiplicity=5 s2=6.0891
Co 0.551694 -0.162438 -0.251703 -0.767 0.400 -0.035
C -1.254762 -6.240421 0.115557 -0.207 0.126 0.325
C 0.089497 -5.816928 -0.478337 -0.200 1.335 0.151
C 0.594360 -4.480579 0.030594 -0.267 0.482 0.448
C 1.463974 -4.216181 1.037845 0.109 0.723 -0.676
C 2.182165 -5.264091 1.810569 0.669 -0.618 -0.231
C 3.511373 -5.788713 1.194167 0.097 0.126 0.161
C 1.626436 -2.718613 1.054894 0.612 -1.874 0.746
C 2.536314 -2.056977 1.811045 -0.364 -1.903 1.115
C 2.763284 -0.696254 1.811748 1.102 1.642 0.229
C 3.709235 -0.015883 2.737386 -0.899 1.005 -1.660
C 4.591553 -0.583999 3.779398 0.283 -0.846 -0.705
C 3.944889 -0.614408 5.145558 1.189 1.259 0.822
C 3.683489 1.292301 2.358919 -1.477 0.215 -0.856
C 2.710290 1.408614 1.208152 1.006 -1.938 1.885
C 2.309501 2.534548 0.633388 0.093 1.789 -0.816
C 1.427973 2.753980 -0.478786 1.002 1.512 0.508
N 0.745308 1.786589 -1.025159 -0.227 -1.945 0.177
C 0.038089 2.279907 -2.046916 -0.420 2.223 -1.751
C -0.782404 1.609726 -2.954485 1.579 0.165 1.110
C -0.960585 0.252753 -3.045015 0.172 -2.362 0.354
N -0.448027 -0.639025 -2.122083 1.304 2.963 1.256
C -0.862452 -1.843498 -2.365963 -1.825 -2.116 -1.758
C -0.649917 -3.005155 -1.585601 0.145 0.299 -0.565
C 0.208659 -3.166643 -0.491678 -0.580 0.253 -0.385
N 0.820267 -2.154991 0.152522 -0.635 -0.135 -1.663
C -1.672724 -1.808758 -3.639177 0.534 0.220 1.198
C -1.696074 -0.506429 -4.059863 -0.017 -0.665 1.015
C -2.349220 0.087062 -5.257350 0.177 0.510 -0.222
C -1.310252 0.432041 -6.360691 -0.680 -0.081 0.075
C -2.365798 -2.999263 -4.172565 -0.071 -0.351 -1.399
C -2.660949 -2.947163 -5.696714 2.405 0.716 0.529
C 0.351323 3.749204 -2.188313 -0.951 -1.598 0.533
C 1.214298 4.030604 -1.181716 0.118 -0.418 0.668
C 1.655006 5.404297 -0.755053 0.395 -0.751 0.416
C 2.776415 6.052121 -1.563023 -0.174 0.642 0.675
C -0.368999 4.691505 -3.101718 0.548 0.718 -0.209
C -1.875959 4.868621 -2.675494 0.763 -0.605 -1.558
N 2.233526 0.135717 0.922701 0.053 0.075 0.179
C 4.380780 2.463765 2.958834 0.025 0.600 0.362
C 5.701646 2.799859 2.283402 -0.052 -1.015 -0.287
H -1.568609 -7.205532 -0.283783 0.061 -0.056 0.116
H -2.047963 -5.527480 -0.124297 0.136 0.074 -0.149
H -1.245382 -6.277734 1.213731 0.207 -0.162 -0.263
H -0.020595 -5.731053 -1.558396 0.106 -0.177 -0.139
H 0.873447 -6.517432 -0.284888 0.321 -0.785 0.089
H 1.450257 -6.064593 1.985497 0.424 -0.060 -0.009
H 2.540748 -4.948832 2.768754 -0.434 0.581 0.862
H 3.429392 -6.208156 0.200965 -0.203 0.201 -0.434
H 3.927562 -6.600800 1.793894 -0.170 0.049 0.242
H 4.281761 -4.994514 1.201536 -0.470 -0.244 -0.213
H 3.008871 -2.678231 2.578552 0.172 0.367 -0.306
H 5.495373 0.024048 3.715299 0.159 -0.162 0.501
H 4.879461 -1.618643 3.474936 -0.049 0.630 0.266
H 3.631561 0.405724 5.467362 -0.223 -0.757 -0.405
H 4.680401 -0.903334 5.906390 -0.146 -0.256 -0.129
H 3.145613 -1.316929 5.137481 -0.870 -0.312 0.232
H 2.810610 3.404455 1.038131 -0.138 0.283 -0.126
H -1.172955 2.227605 -3.710720 -0.663 0.550 -0.884
H -1.116778 -3.940624 -1.905681 0.067 0.500 -0.191
H -2.899066 1.001909 -4.928683 0.321 -0.526 -0.451
H -3.069034 -0.609330 -5.691847 0.039 0.400 0.299
H -0.648456 1.219847 -6.022985 0.115 0.297 0.009
H -1.886731 0.782666 -7.238529 0.650 -0.228 0.185
H -0.654568 -0.428653 -6.596882 -0.592 0.328 -0.044
H -3.305932 -3.140259 -3.691946 -0.829 -0.095 0.771
H -1.804511 -3.926288 -3.992225 0.087 0.346 0.072
H -3.554970 -2.413274 -5.978149 -0.155 0.018 -0.035
H -2.691860 -3.959749 -6.019852 -0.288 -0.755 -0.659
H -1.727711 -2.464843 -6.142873 -1.424 -0.600 0.061
H 1.930206 5.359899 0.312875 0.102 0.085 -0.360
H 0.786993 6.021893 -0.772056 -0.774 0.647 -0.111
H 3.694485 5.541167 -1.319640 0.515 -0.035 -0.153
H 2.859768 7.117625 -1.266995 0.143 -0.547 -0.119
H 2.626805 6.034278 -2.635146 -0.169 -0.205 -0.202
H -0.197361 4.313454 -4.135485 -0.699 0.281 0.442
H 0.180298 5.686619 -3.097261 -0.803 -1.019 0.115
H -2.391891 3.897547 -2.684474 0.286 0.205 0.390
H -2.417981 5.450219 -3.430743 0.196 0.271 0.302
H -1.927035 5.329208 -1.701721 -0.145 0.087 0.267
H 4.600027 2.252883 3.994752 0.030 -0.236 0.475
H 3.761286 3.382395 3.020415 -0.010 -0.618 -0.332
H 6.369098 1.923812 2.375547 -0.124 0.445 -0.282
H 6.168564 3.636811 2.752121 0.388 0.624 0.381
H 5.541494 3.040035 1.237051 0.131 -0.086 -0.226
C -6.489454 2.006209 3.810347 0.535 -1.399 -0.674
C -5.154044 1.467841 3.280563 -1.486 0.760 -0.115
C -4.963897 0.115135 3.329973 0.282 -0.961 0.824
C -3.736488 -0.424093 2.960530 0.935 -0.496 -1.133
C -3.456169 -1.931736 2.950113 -0.008 -0.232 1.490
C -2.777377 0.449604 2.392256 0.326 -0.645 0.196
C -3.017754 1.821145 2.253108 1.512 -0.139 -0.374
C -1.904505 2.695548 1.645113 -1.076 -0.043 -1.073
C -4.218161 2.308626 2.700403 -0.781 0.436 -0.051
C -1.452739 -0.099733 1.844743 0.216 -0.350 -1.562
O -0.658783 -0.770689 2.489023 -0.219 0.083 0.902
O -1.236738 0.150877 0.569417 -0.755 0.046 1.023
H -6.958389 2.667214 3.091169 0.015 0.516 0.188
H -6.308486 2.427860 4.787645 -0.324 0.491 0.189
H -7.165872 1.137817 3.910778 0.176 0.479 0.178
H -5.783961 -0.491413 3.753071 0.673 0.053 -0.324
H -4.377451 -2.513048 3.112974 0.114 0.343 -0.086
H -2.748749 -2.273210 3.773577 -0.685 0.697 -1.030
H -3.034123 -2.260526 2.007899 0.189 0.072 -0.177
H -0.914962 2.321316 1.903537 -0.039 0.247 0.268
H -2.042722 3.753507 1.898425 0.163 -0.258 0.213
H -1.935112 2.633913 0.524703 -0.067 -0.017 0.869
H -4.551981 3.323218 2.501322 0.464 0.194 0.244

Number 1: maximum force 0.15723 hartree/bohr. Number 2: maximum force 0.06753 hartree/bohr.